No. 1
Density functional theory data (ωB97M-V/def2-TZVPD) for a cluster of 2 separate species, C20H20F3NO in total.

Last column: Löwdin charge in e.
Cartesian coordinates (Å):
1 F 1.541 -1.084 3.126  0.12
2 F 0.210 -1.572 1.454  0.10
3 F 1.863 -2.935 1.977  0.11
4 O 3.385 -0.181 1.395  0.06
5 N 2.194 -1.098 -0.382  -0.06
6 C -3.056 2.741 0.463  -0.05
7 C 9.192 5.342 -0.540  -0.05
8 C 5.769 2.786 -1.192  -0.21
9 C -0.575 3.142 0.560  -0.03
10 C 0.997 1.631 -0.531  -0.21
11 C 2.494 -0.878 0.894  -0.47
12 C 2.777 -2.199 -1.096  -0.15
13 C 1.508 -1.613 1.880  -0.49
14 C 8.117 3.326 -1.586  -0.04
15 C -1.648 2.330 0.171  -0.26
16 C 8.002 4.471 -0.784  -0.27
17 C 4.642 1.930 -1.382  0.03
18 C 2.286 1.374 -1.083  0.01
19 C 5.666 3.961 -0.394  0.00
20 C 6.765 4.783 -0.204  -0.03
21 C 3.340 2.283 -1.045  -0.06
22 C 7.028 2.492 -1.785  -0.01
23 C -1.385 1.121 -0.492  -0.02
24 C -0.083 0.746 -0.776  0.00
25 C 0.730 2.804 0.236  0.01
26 H 2.928 -1.872 -2.138  0.06
27 H 2.115 -3.078 -1.111  0.07
28 H -3.067 3.677 1.026  0.08
29 H 9.078 3.097 -2.048  0.12
30 H 9.604 5.730 -1.480  0.09
31 H -0.783 4.060 1.111  0.11
32 H 4.713 4.197 0.083  0.11
33 H -2.214 0.479 -0.787  0.12
34 H 4.798 0.938 -1.815  0.14
35 H 8.917 6.188 0.098  0.08
36 H 9.996 4.789 -0.039  0.09
37 H 0.158 -0.230 -1.200  0.11
38 H -3.627 2.892 -0.460  0.09
39 H 3.752 -2.536 -0.703  0.08
40 H 3.110 3.325 -0.781  0.10
41 H 1.567 3.426 0.559  0.11
42 H 7.113 1.597 -2.405  0.12
43 H 6.677 5.679 0.412  0.12
44 H 2.408 0.489 -1.710  0.11
45 H -3.579 1.973 1.041  0.09

Properties
Frontier orbital gap, eV: 5.01
HOMO energy, eV: -6.98
Total charge: 0
LUMO, hartree: -0.0724

No. 2
Density functional theory data (ωB97M-V/def2-TZVPD) for an isolated molecule of C20H20FN7O.

Last column: Löwdin charge in e.
Cartesian coordinates (Å):
1 F 6.416 1.586 -0.853  0.05
2 O 1.853 4.628 0.367  0.03
3 N -1.485 -4.018 -1.165  -0.04
4 N -0.454 -1.992 0.039  0.02
5 N 3.723 4.102 -0.729  0.06
6 N -4.241 -1.489 1.619  0.09
7 N -2.066 -0.781 1.475  0.18
8 N 0.899 -1.937 -0.326  0.13
9 N -3.564 -3.766 -0.266  0.12
10 C 2.463 4.647 -0.694  -0.53
11 C 2.661 -0.167 -0.071  -0.14
12 C -4.772 -0.316 2.330  -0.28
13 C -2.733 -2.710 0.139  -0.15
14 C 3.745 -0.921 -0.603  -0.02
15 C -0.435 -4.611 -1.964  -0.02
16 C 1.807 5.080 -1.985  -0.01
17 C 4.145 1.827 -0.028  -0.14
18 C 2.908 1.214 0.198  0.04
19 C -1.485 -2.885 -0.380  -0.11
20 C -2.763 -4.545 -0.966  -0.13
21 C 5.204 1.053 -0.539  -0.21
22 C 1.328 -0.783 0.171  -0.22
23 C -0.829 -0.976 0.916  -0.28
24 C -5.549 0.741 1.564  -0.10
25 C -6.286 -0.215 2.518  -0.10
26 C 0.260 -0.172 1.024  0.04
27 C 4.995 -0.306 -0.834  0.00
28 C 4.296 3.281 0.324  -0.13
29 C -2.970 -1.631 1.100  -0.27
30 H 2.203 6.023 -2.330  0.07
31 H 2.110 1.839 0.610  0.12
32 H -0.769 -4.732 -3.015  0.10
33 H 5.811 -0.913 -1.232  0.11
34 H 1.903 4.314 -2.792  0.09
35 H -4.939 -2.120 1.231  0.13
36 H -3.037 -5.462 -1.447  0.12
37 H -6.886 -1.036 2.095  0.10
38 H -5.385 1.756 1.915  0.09
39 H -0.130 -5.574 -1.500  0.10
40 H -6.582 0.218 3.463  0.09
41 H 0.434 -3.978 -2.001  0.07
42 H -5.751 0.631 0.490  0.10
43 H 5.369 3.500 0.412  0.12
44 H 3.830 3.491 1.306  0.14
45 H 0.727 5.203 -1.803  0.09
46 H 0.351 0.784 1.526  0.10
47 H 4.168 4.074 -1.650  0.15
48 H 3.638 -1.964 -0.795  0.10
49 H -4.138 0.007 3.137  0.13

Properties
Frontier orbital gap, eV: 8.53
SMILES: CC(=O)NCc1cc(-c2cc3nc(NC4CC4)c4ncn(C)c4n3n2)ccc1F
HOMO energy, eV: -7.84
Total charge: 0
LUMO, hartree: 0.0256
Relative energy (zero: lowest compared OMol25 entry of this formula, charge and spin), kcal per mole: 1.2

No. 3
Density functional theory data (ωB97M-V/def2-TZVPD) for a structure of composition C20H20GeHgNS2.

Last column: Löwdin charge in e.
Cartesian coordinates (Å):
1 Hg -1.735 0.328 -1.714  0.84
2 Ge -1.659 0.187 0.800  0.76
3 S -1.433 0.267 -4.213  0.50
4 S -1.542 -2.722 -3.888  0.97
5 N 0.639 -1.434 -4.044  -0.03
6 C 1.906 4.228 1.224  -0.02
7 C 0.714 -2.622 2.786  -0.07
8 C 1.210 1.699 0.297  -0.06
9 C -0.446 -1.291 1.131  -0.35
10 C 0.166 -2.044 0.132  -0.15
11 C -0.018 -3.677 -3.602  -0.38
12 C 1.108 -2.816 -4.171  -0.18
13 C -3.491 -0.163 1.335  -0.26
14 C -1.044 1.925 1.360  -0.29
15 C -0.669 -1.249 -4.043  -1.19
16 C 1.316 -3.362 1.780  -0.07
17 C 1.041 -3.072 0.451  -0.09
18 C 0.259 2.428 1.055  -0.19
19 C 2.442 2.221 0.020  -0.07
20 C -0.159 -1.592 2.463  -0.10
21 C 2.797 3.504 0.488  -0.07
22 C 0.623 3.712 1.526  -0.16
23 C -1.541 3.967 2.580  -0.06
24 C -1.909 2.687 2.106  -0.10
25 C -0.305 4.461 2.294  -0.02
26 H -3.819 -1.106 0.901  0.02
27 H 0.967 0.702 -0.052  0.06
28 H -3.561 -0.247 2.421  0.03
29 H -2.243 4.544 3.166  0.11
30 H 0.927 -2.843 3.824  0.11
31 H 0.089 -3.843 -2.531  0.07
32 H -4.150 0.637 1.004  0.02
33 H 2.001 -4.162 2.030  0.11
34 H -0.009 5.439 2.654  0.12
35 H 3.157 1.645 -0.552  0.10
36 H 1.515 -3.651 -0.333  0.10
37 H 1.230 -0.648 -4.282  0.16
38 H 2.034 -2.948 -3.616  0.13
39 H -0.611 -1.021 3.267  0.11
40 H -0.092 -4.635 -4.109  0.09
41 H 3.777 3.904 0.266  0.11
42 H 2.170 5.212 1.592  0.12
43 H 1.291 -3.040 -5.224  0.13
44 H -0.038 -1.827 -0.914  0.04
45 H -2.902 2.318 2.337  0.09

Properties
Frontier orbital gap, eV: 7.09
HOMO energy, eV: -10.75
Total charge: +1
LUMO, hartree: -0.1344
Relative energy (zero: lowest compared OMol25 entry of this formula, charge and spin), kcal per mole: 0.0

No. 4
Density functional theory data (ωB97M-V/def2-TZVPD) for a structure of composition C20H20N4O5SeW.

Last column: Löwdin charge in e.
Cartesian coordinates (Å):
1 W -0.196 -0.023 0.319  1.56
2 Se -0.925 -1.840 1.565  0.43
3 O -2.891 3.038 -0.752  0.06
4 O -1.818 -0.669 -0.808  -0.36
5 O 1.212 1.581 0.018  -0.25
6 O -0.621 2.391 3.627  0.11
7 O -0.057 0.825 2.148  -0.32
8 N 0.866 -1.513 -1.048  -0.11
9 N -1.534 1.563 0.341  -0.11
10 N 1.851 -0.591 1.186  -0.13
11 N -0.232 0.914 -1.840  -0.04
12 C 3.247 2.291 2.955  -0.02
13 C -2.064 -1.608 -1.660  -0.37
14 C -1.426 -3.379 -3.218  -0.04
15 C 3.253 3.667 2.942  -0.08
16 C -0.804 1.835 2.576  -0.57
17 C 1.859 2.248 0.957  -0.34
18 C -3.408 -1.828 -2.044  0.01
19 C 2.639 0.149 1.877  -0.05
20 C -1.066 -2.404 -2.260  -0.15
21 C 2.580 4.337 1.916  -0.06
22 C 0.308 -2.315 -1.889  -0.10
23 C -1.900 2.168 1.606  -0.09
24 C 2.542 1.577 1.983  -0.16
25 C 1.907 3.646 0.929  0.00
26 C -2.728 -3.568 -3.587  -0.09
27 C -2.043 2.162 -0.764  -0.52
28 C 2.340 -1.895 0.779  -0.22
29 C -1.463 1.681 -2.077  -0.11
30 C 2.267 -1.807 -0.732  -0.18
31 C -3.722 -2.777 -2.981  -0.06
32 H 3.773 1.743 3.729  0.12
33 H -4.759 -2.924 -3.255  0.11
34 H -2.994 -4.317 -4.320  0.10
35 H -1.278 2.554 -2.703  0.13
36 H 0.957 -3.048 -2.369  0.13
37 H 0.577 1.528 -1.809  0.10
38 H 1.380 4.165 0.138  0.12
39 H -0.639 -3.985 -3.655  0.11
40 H 2.580 5.419 1.894  0.11
41 H 3.771 4.224 3.710  0.10
42 H -2.201 1.057 -2.576  0.12
43 H 2.898 -0.982 -1.071  0.13
44 H 2.586 -2.731 -1.215  0.12
45 H 1.683 -2.685 1.145  0.07
46 H -0.104 0.211 -2.558  0.10
47 H -4.168 -1.223 -1.568  0.13
48 H 3.508 -0.328 2.333  0.14
49 H -2.846 1.770 1.989  0.15
50 H -2.011 3.246 1.507  0.13
51 H 3.362 -2.068 1.121  0.12

Properties
Frontier orbital gap, eV: 6.64
HOMO energy, eV: -7.87
Total charge: 0
LUMO, hartree: -0.0450
Relative energy (zero: lowest compared OMol25 entry of this formula, charge and spin), kcal per mole: 7.1